113
Properties=species:S:1:pos:R:3 method="wB97M-V/def2-TZVPD" gap_ev=6.843 homo_ev=-6.724
C 5.7309 0.4287 -0.5121
O 4.5089 0.3436 0.2308
C 4.6231 -0.7720 1.1330
C 3.2594 -1.4734 1.4104
C 2.2776 -1.4442 0.1982
C 2.9572 -1.9135 -1.1557
C 2.0126 -2.7836 -2.0434
C 1.2488 -2.0341 -3.2061
C 1.2334 -0.4859 -3.1303
C 0.2545 0.0925 -2.0139
C -1.0765 0.6666 -2.5721
C -2.3973 0.0772 -1.8124
C -3.7195 0.6881 -2.4398
C -4.9203 0.8204 -1.4603
C -5.4503 -0.5027 -0.8543
Cl -6.3069 1.5022 -2.4602
P -2.6006 -1.7953 -2.1148
O -1.4358 -2.6496 -1.2908
Br -2.2840 -2.0456 -4.3651
C -2.2098 0.3908 -0.2487
C -1.6685 1.8136 0.0686
C -2.0269 2.2894 1.5106
C -1.6158 1.2343 2.6112
C -2.8565 0.3951 3.1108
I -0.9468 2.3724 4.3628
O -2.0236 2.8103 -1.0294
S -1.0185 2.5513 -2.5025
O -1.6728 3.1311 -3.6791
O 0.3398 3.0883 -2.4590
H 5.7137 -0.1954 -1.4315
H 6.5999 0.0949 0.0962
H 5.8850 1.4806 -0.8314
H 5.3105 -1.5294 0.7003
H 5.0261 -0.3778 2.0896
H 2.7497 -0.9302 2.2422
H 3.3921 -2.5217 1.7598
H 1.3501 -2.0125 0.4205
H 1.9957 -0.3775 0.0316
H 3.7904 -2.5870 -0.8294
H 3.4405 -1.0657 -1.6686
H 1.2632 -3.3522 -1.4466
H 2.6486 -3.5600 -2.5303
H 0.2450 -2.4935 -3.2900
H 1.7718 -2.2961 -4.1581
H 2.2315 -0.0216 -3.0681
H 0.8003 -0.1259 -4.0987
H 0.8741 0.8434 -1.4721
H 0.1296 -0.7358 -1.2868
H -1.1725 0.4714 -3.6637
H -3.5689 1.6726 -2.9200
H -4.0582 0.0026 -3.2572
H -4.7049 1.5704 -0.6697
H -6.4248 -0.3903 -0.3446
H -5.5226 -1.2398 -1.6864
H -4.7428 -0.9616 -0.1278
H -1.5131 -2.5388 -0.3305
H -1.4083 -0.2918 0.1337
H -3.0968 0.1759 0.3729
H -0.5512 1.7357 0.0669
H -1.4900 3.2253 1.7615
H -3.1295 2.4025 1.5769
H -0.7719 0.5860 2.3066
H -2.7038 0.0838 4.1674
H -3.0035 -0.5237 2.5108
H -3.7317 1.0763 3.0998
C -2.4726 -4.9365 1.8386
C -2.9612 -3.5978 1.4647
N -3.3432 -2.5606 1.1745
H -3.3185 -5.5829 2.0508
H -1.8922 -5.3563 1.0213
H -1.8420 -4.8659 2.7239
C 1.4285 1.9118 8.0192
C 1.4826 0.4524 7.8246
N 1.5244 -0.6772 7.6746
H 1.8869 2.4158 7.1692
H 0.3923 2.2349 8.1074
H 1.9649 2.1845 8.9266
C 4.8473 2.9310 -3.7378
C 4.6388 1.4780 -3.6335
N 4.4741 0.3522 -3.5526
H 5.3909 3.1631 -4.6522
H 3.8833 3.4402 -3.7570
H 5.4247 3.2884 -2.8797
C -1.4815 6.9412 -1.2658
C -1.6275 5.4713 -1.3051
N -1.7482 4.3017 -1.3364
H -0.9352 7.2764 -2.1470
H -2.4667 7.4061 -1.2591
H -0.9376 7.2516 -0.3690
C -4.2498 -6.9033 -1.7903
C -3.6831 -7.2082 -0.4615
N -3.2143 -7.4461 0.5630
H -5.3301 -6.7955 -1.7122
H -3.8250 -5.9747 -2.1715
H -4.0208 -7.7105 -2.4850
C 1.3215 5.0213 0.8126
C 1.9739 4.6826 2.0915
N 2.4731 4.4206 3.0829
H 0.2484 5.1363 0.9643
H 1.7285 5.9551 0.4261
H 1.4940 4.2276 0.0846
C -1.9490 -8.5306 4.4680
C -1.9864 -8.1218 3.0489
N -2.0155 -7.8042 1.9394
H -1.7776 -7.6576 5.0963
H -2.8939 -8.9944 4.7555
H -1.1415 -9.2439 4.6229
C 4.3986 6.2359 -1.2965
C 5.5391 5.5066 -1.8738
N 6.4206 4.9375 -2.3213
H 3.5187 5.5933 -1.2842
H 4.6331 6.5402 -0.2773
H 4.1860 7.1212 -1.8939